Entry 1:
ORCA calculation (ωB97M-V/def2-TZVPD) on the molecule C15H24N2O3.

Calculated values
Gap between HOMO and LUMO = 9.43 eV
LUMO level = 0.044 eV
SMILES = CCCCCCCCCn1cc(C(C)=O)c(=O)[nH]c1=O
ΔE to the lowest compared entry with this formula, charge and spin = 0.0460 eV
DFT total energy = -25068.9289 eV
HOMO energy = -9.388 eV

The geometry in XYZ format:
```
44
Properties=species:S:1:pos:R:3:forces:R:3
C -1.916709 1.049736 -7.230997 -0.014 0.146 0.207
C -1.837511 1.198265 -5.716353 0.108 -0.268 -0.148
C -1.474490 -0.123242 -5.042164 -0.213 0.212 0.215
C -1.503186 -0.060950 -3.514520 0.307 -0.020 -0.185
C -0.403747 0.822554 -2.927381 -0.303 0.005 0.197
C -0.384049 0.819126 -1.396649 0.257 -0.146 -0.214
C 0.197265 -0.468551 -0.814448 -0.259 0.135 0.186
C 0.051014 -0.562120 0.703514 0.241 0.099 -0.141
C 0.860290 0.508737 1.437719 -0.328 -0.071 -0.530
N 0.794103 0.312029 2.874914 -0.040 0.169 0.179
C 1.615290 -0.551179 3.495052 0.169 -0.261 0.588
C 1.584082 -0.834626 4.826775 0.040 0.043 -0.404
C 2.581011 -1.810408 5.338383 -0.088 0.058 0.077
C 2.559267 -2.100026 6.805928 0.273 -0.260 0.072
O 3.366678 -2.333352 4.575933 0.084 -0.061 -0.033
C 0.586530 -0.172135 5.655304 0.036 0.054 -0.387
O 0.395987 -0.290727 6.842861 -0.055 -0.008 0.260
N -0.223829 0.698714 4.919780 -0.297 0.177 0.304
C -0.201106 0.983921 3.581269 0.099 -0.036 0.052
O -0.966631 1.753380 3.056328 -0.231 0.180 -0.155
H -0.961891 0.715529 -7.631413 0.083 -0.041 -0.098
H -2.675603 0.319768 -7.504796 -0.065 -0.077 -0.078
H -2.170430 1.999159 -7.696795 -0.017 0.047 -0.134
H -1.091393 1.956113 -5.472361 -0.042 0.080 0.064
H -2.801422 1.543358 -5.335188 -0.004 0.071 0.079
H -0.480485 -0.435277 -5.371719 0.038 -0.085 -0.060
H -2.184188 -0.886411 -5.371817 0.038 -0.055 -0.077
H -2.476199 0.313525 -3.187944 -0.077 -0.029 0.065
H -1.394886 -1.077045 -3.129941 -0.077 -0.028 0.075
H -0.556153 1.848102 -3.266489 0.086 0.031 -0.072
H 0.567630 0.489944 -3.300864 0.090 0.039 -0.077
H 0.212849 1.667228 -1.056749 -0.058 0.078 0.079
H -1.400870 0.958595 -1.024226 -0.067 0.079 0.082
H 1.253582 -0.543325 -1.083277 0.062 -0.064 -0.074
H -0.315175 -1.325778 -1.252855 0.072 -0.060 -0.050
H -1.000750 -0.456491 0.976455 -0.033 -0.038 0.075
H 0.390295 -1.546873 1.035997 -0.038 -0.016 0.067
H 1.907050 0.474635 1.128596 -0.019 0.051 0.062
H 0.447651 1.497591 1.232351 0.187 -0.098 0.020
H 2.357281 -1.045659 2.879932 0.003 -0.007 -0.022
H 1.584175 -2.487390 7.092460 -0.058 0.037 0.067
H 2.710721 -1.180866 7.367327 -0.060 0.041 0.069
H 3.336044 -2.820657 7.047699 0.038 -0.015 -0.069
H -0.938089 1.183081 5.454366 0.131 -0.085 -0.133
```
Positions in Å, forces in eV/Å.



Entry 2:
ORCA calculation (ωB97M-V/def2-TZVPD) on the molecule C3H8S2 in a non-equilibrium geometry.

Calculated values
Gap between HOMO and LUMO = 9.41 eV
LUMO level = 0.542 eV
SMILES = CCCSS
ΔE to the lowest compared entry with this formula, charge and spin = 0.4130 eV
DFT total energy = -24910.9842 eV
HOMO energy = -8.868 eV

The geometry in XYZ format:
```
13
Properties=species:S:1:pos:R:3:forces:R:3
C 0.329521 1.368834 -1.432348 -0.943 -2.015 -0.235
C 0.486424 0.915187 0.024849 0.997 0.853 -0.053
C -0.044469 -0.472673 0.248274 -1.744 -0.758 0.229
S -0.003721 -1.054279 1.995838 0.926 0.236 -0.116
S -0.499150 -3.075111 1.827149 -0.114 1.100 0.108
H 0.852390 0.635912 -2.053083 0.351 0.450 -0.242
H 0.528553 2.385976 -1.722859 0.505 0.306 0.344
H -0.715440 1.173041 -1.698142 -0.105 0.268 -0.032
H 1.543513 0.899181 0.308519 -0.037 0.371 0.067
H -0.036494 1.665866 0.622024 0.072 -0.316 0.441
H -1.112568 -0.472688 0.003399 0.062 -0.053 -0.179
H 0.388700 -1.285805 -0.329884 0.433 0.342 -0.246
H -1.717260 -2.683443 2.206263 -0.403 -0.784 -0.086
```
Positions in Å, forces in eV/Å.



Entry 3:
ORCA calculation (ωB97M-V/def2-TZVPD) on a structure of composition C16H26IrN4O6S2.

Calculated values
Gap between HOMO and LUMO = 8.54 eV
LUMO level = -2.803 eV
ΔE to the lowest compared entry with this formula, charge and spin = 0.5225 eV
Total charge = +1
DFT total energy = -59761.2995 eV
HOMO energy = -11.348 eV

The geometry in XYZ format:
```
55
Properties=species:S:1:pos:R:3:forces:R:3
Ir 0.519684 -0.698086 -0.508402 0.302 0.433 -0.549
C -1.879218 0.768006 3.193587 -0.024 0.014 -0.071
O -1.204586 0.921640 1.961611 0.029 0.049 0.036
C -1.945015 1.642237 1.017990 0.081 0.128 0.052
C -1.074252 1.941868 -0.179083 -0.069 -0.007 -0.010
O -0.828880 0.836337 -1.083501 0.008 -0.124 -0.021
C -2.002910 0.473360 -1.847396 -0.007 0.041 0.042
H -2.117263 1.739802 3.637794 0.001 0.006 0.004
H -1.213971 0.225673 3.861486 0.016 -0.006 -0.013
H -2.812803 0.206327 3.070198 -0.016 -0.016 -0.014
H -2.241510 2.622065 1.422071 -0.045 -0.036 0.026
H -2.867078 1.118782 0.733044 0.015 -0.049 -0.017
H -0.097992 2.284551 0.161088 -0.021 -0.065 0.042
H -1.544413 2.724203 -0.778211 0.074 0.006 -0.010
H -2.487819 1.391086 -2.176307 -0.008 -0.008 0.015
H -2.681422 -0.124201 -1.240600 0.019 -0.005 -0.003
H -1.663951 -0.092481 -2.703452 0.019 -0.022 -0.057
C 3.751289 -1.193015 1.902433 -0.015 0.078 -0.031
S 2.028659 -1.277653 1.596013 -0.108 0.088 -0.002
O 1.519634 0.092112 1.244699 -0.150 -0.373 0.027
O 1.387501 -1.915733 2.699044 0.060 0.006 0.039
O 1.856287 -2.028325 0.277389 0.116 -0.020 0.138
H 3.885295 -0.757926 2.890487 0.009 0.020 -0.011
H 4.221425 -0.586163 1.133079 0.005 -0.021 -0.012
H 4.127007 -2.214244 1.885735 0.002 -0.003 0.015
N -3.633778 -4.038210 -3.096471 -0.005 -0.060 0.077
C -2.513242 -3.768820 -3.176172 -0.057 0.244 0.016
N -1.227328 -3.478784 -3.292034 0.232 -0.327 -0.053
C -0.638310 -2.592309 -2.627682 -0.054 0.186 -0.027
N -0.000736 -1.741863 -2.124474 -0.320 0.059 0.135
C 4.144679 1.189639 -3.051976 -0.014 -0.022 0.006
C 3.350093 2.019022 -2.276030 0.007 0.010 0.000
C 2.317359 1.465843 -1.547408 -0.049 0.062 0.049
N 2.052725 0.154904 -1.572560 -0.072 -0.248 0.128
C 2.822957 -0.653939 -2.316838 0.008 0.041 -0.026
C 3.875166 -0.169922 -3.067371 0.006 0.021 0.003
H 4.960704 1.596244 -3.633630 0.000 0.000 -0.002
H 3.520723 3.084605 -2.226950 0.012 -0.002 -0.007
H 1.682981 2.076736 -0.920879 0.027 -0.048 -0.018
H 2.569114 -1.703091 -2.300734 -0.008 -0.010 0.006
H 4.464896 -0.858681 -3.654558 0.008 0.011 -0.005
O -1.091434 -1.542760 0.465958 -0.067 -0.091 0.271
S -1.119505 -3.059766 0.818576 0.033 0.102 -0.139
C -1.514003 -3.104076 2.584632 -0.038 0.017 0.007
C -2.724393 -4.018676 2.717770 0.002 -0.020 0.013
C -3.653484 -3.640874 1.567199 0.006 0.000 0.003
C -2.779298 -3.602616 0.317139 -0.004 -0.011 0.009
H -1.758397 -2.066393 2.824148 0.049 -0.026 -0.002
H -0.624978 -3.402112 3.132811 -0.011 -0.008 0.000
H -3.189628 -3.889764 3.694235 -0.012 0.007 -0.004
H -2.424709 -5.066027 2.636264 0.002 0.003 0.003
H -4.094840 -2.659097 1.748874 0.015 0.008 0.002
H -4.467789 -4.351437 1.438232 -0.009 0.003 0.002
H -3.111784 -2.912588 -0.454749 0.006 -0.001 -0.079
H -2.660173 -4.584592 -0.140772 0.014 -0.012 0.017
```
Positions in Å, forces in eV/Å.



Entry 4:
ORCA calculation (ωB97M-V/def2-TZVPD) on the molecule C5H8O.

Calculated values
Gap between HOMO and LUMO = 9.15 eV
LUMO level = 0.618 eV
ΔE to the lowest compared entry with this formula, charge and spin = 4.3796 eV
DFT total energy = -7357.8756 eV
HOMO energy = -8.532 eV

The geometry in XYZ format:
```
14
Properties=species:S:1:pos:R:3:forces:R:3
C 0.870424 0.338364 -1.197780 0.131 0.107 -0.170
C -0.264192 -0.343057 -0.270595 -0.317 0.038 0.056
C 0.896395 -1.045764 0.586579 0.139 -0.153 0.137
C 1.276396 0.288816 0.183412 0.002 -0.164 -0.159
O -0.791282 1.433307 1.309266 0.009 0.141 0.083
C -1.332707 0.507416 0.420596 -0.147 -0.262 -0.229
H 1.187688 -0.413813 -1.929580 -0.097 0.047 0.070
H 0.655374 1.316119 -1.630858 0.116 -0.161 0.046
H -0.691383 -1.132485 -0.891149 0.167 0.155 0.116
H 1.226488 -1.935814 0.038771 -0.102 0.080 0.027
H 0.708308 -1.219069 1.646543 0.115 0.008 -0.163
H 0.192611 1.375982 1.148194 -0.161 0.117 0.123
H -1.922320 1.003234 -0.368116 0.071 -0.036 0.127
H -2.011799 -0.173234 0.954717 0.074 0.083 -0.065
```
Positions in Å, forces in eV/Å.



Entry 5:
ORCA calculation (ωB97M-V/def2-TZVPD) on the ion C3H3O4 with charge -1 in a non-equilibrium geometry.

Calculated values
Gap between HOMO and LUMO = 6.93 eV
LUMO level = 4.169 eV
ΔE to the lowest compared entry with this formula, charge and spin = 3.4014 eV
Total charge = -1
DFT total energy = -11347.2513 eV
HOMO energy = -2.762 eV

The geometry in XYZ format:
```
10
Properties=species:S:1:pos:R:3:forces:R:3
C 0.689329 -0.369386 -1.148334 0.241 -1.440 1.599
C -0.504988 -1.687406 1.752948 0.331 -0.401 1.099
C 0.115714 -0.132390 0.059117 -1.906 0.956 -1.647
O 0.322931 -0.755838 1.289209 0.374 0.217 0.104
O -1.155229 0.450495 -0.074592 -0.209 0.246 -2.654
O 0.208666 -0.120877 -2.308777 -0.345 0.814 0.267
O -1.435796 -2.075557 0.931530 0.304 0.519 -1.258
H 1.508982 -1.010079 -0.935096 1.751 -0.824 -0.799
H -1.310789 -1.591806 0.062161 -0.392 -0.246 0.459
H -1.141790 0.454893 -1.170395 -0.148 0.160 2.830
```
Positions in Å, forces in eV/Å.



Entry 6:
ORCA calculation (ωB97M-V/def2-TZVPD) on a cluster of 2 separate species, C2H3Cl2OP in total in a non-equilibrium geometry.

Calculated values
Gap between HOMO and LUMO = 7.50 eV
LUMO level = -1.270 eV
ΔE to the lowest compared entry with this formula, charge and spin = 4.8799 eV
DFT total energy = -38499.9258 eV
HOMO energy = -8.770 eV

The geometry in XYZ format:
```
9
Properties=species:S:1:pos:R:3:forces:R:3
C -2.216685 -0.435044 -0.358244 2.843 0.192 1.169
C 1.859875 0.051093 0.630013 -2.412 0.901 1.188
O -2.730692 -1.462727 -0.170565 -1.074 -1.974 0.320
P -0.584116 0.404021 0.322551 0.288 -0.468 3.185
Cl 2.351822 -1.421072 -0.084484 0.475 -0.337 0.115
Cl 2.245831 1.482058 -0.269372 0.358 0.156 -0.122
H 2.143648 0.253982 1.737146 -0.732 -0.893 -2.013
H -2.673317 0.363331 -0.896411 -0.646 1.381 -0.880
H -0.396364 0.764362 -0.910633 0.900 1.042 -2.961
```
Positions in Å, forces in eV/Å.



- The lowest HOMO energy belongs to which entry?
  C16H26IrN4O6S2



- Look up the HOMO energy of the first one.
  -9.388 eV



- What is the formula in the sixth record?
  C2H3Cl2OP